Entry 1:
# C43H60N2O3SSiZn

A structure of composition C43H60N2O3SSiZn (ωB97M-V/def2-TZVPD, OMol25).

Results
**Strongest force on any atom**: 1.44 eV Å⁻¹
**LUMO**: -0.0579 Ha
**Calculated total energy**: -121821.4727 eV
**HOMO**: -7.157 eV
**Frontier orbital gap**: 5.6 eV
**Energy above the lowest of the compared OMol25 structures with the same formula, charge and spin**: 20.5 kcal/mol

Each line ends with the Löwdin charge.
Atoms and positions in Å:
Zn (0.478, -0.713, -1.766)  0.59
C (-2.950, -3.213, 4.477)  -0.04
C (-1.522, -3.514, 3.996)  -0.56
C (-0.531, -2.834, 4.945)  -0.06
C (-1.261, -5.027, 4.042)  -0.04
C (-1.368, -3.036, 2.564)  -0.16
C (-0.451, -2.096, 2.192)  0.05
C (-0.283, -1.740, 0.833)  -0.16
N (0.653, -0.978, 0.304)  0.10
C (1.621, -0.208, 0.772)  -0.19
C (1.756, 0.381, 2.052)  0.04
C (2.839, 1.158, 2.347)  -0.17
C (3.873, 1.285, 1.380)  0.04
C (3.820, 0.749, 0.131)  -0.08
C (2.627, 0.040, -0.258)  -0.26
O (2.450, -0.409, -1.417)  -0.04
C (4.939, 0.865, -0.886)  -0.54
C (5.349, -0.552, -1.321)  -0.03
C (4.428, 1.680, -2.082)  -0.03
C (6.183, 1.559, -0.326)  -0.06
C (3.035, 1.844, 3.688)  -0.56
C (4.221, 1.165, 4.390)  -0.04
C (1.804, 1.740, 4.592)  -0.06
C (3.337, 3.336, 3.479)  -0.04
C (-1.114, -2.369, -0.192)  -0.25
O (-0.929, -2.087, -1.400)  -0.04
C (-2.121, -3.306, 0.238)  -0.08
C (-2.204, -3.607, 1.564)  0.05
C (-3.012, -3.921, -0.829)  -0.53
C (-4.042, -4.890, -0.242)  -0.06
C (-2.136, -4.691, -1.828)  -0.03
C (-3.770, -2.795, -1.548)  -0.03
H (-3.063, -3.503, 5.519)  0.08
H (-3.686, -3.762, 3.896)  0.08
H (-3.165, -2.149, 4.387)  0.09
H (-0.668, -3.223, 5.951)  0.08
H (-0.689, -1.759, 4.977)  0.08
H (0.495, -3.033, 4.646)  0.09
H (-1.361, -5.386, 5.063)  0.08
H (-0.255, -5.248, 3.688)  0.09
H (-1.966, -5.574, 3.422)  0.08
H (0.219, -1.663, 2.913)  0.09
H (0.959, 0.256, 2.766)  0.10
H (4.748, 1.850, 1.656)  0.10
H (4.533, -1.054, -1.831)  0.08
H (5.639, -1.142, -0.452)  0.09
H (6.196, -0.497, -1.999)  0.08
H (3.570, 1.197, -2.539)  0.08
H (5.210, 1.774, -2.830)  0.09
H (4.131, 2.675, -1.751)  0.09
H (6.581, 1.023, 0.531)  0.09
H (5.972, 2.587, -0.043)  0.08
H (6.951, 1.574, -1.095)  0.08
H (4.030, 0.099, 4.508)  0.09
H (4.375, 1.608, 5.371)  0.08
H (5.136, 1.280, 3.817)  0.08
H (1.560, 0.706, 4.822)  0.08
H (0.940, 2.210, 4.129)  0.09
H (2.004, 2.252, 5.530)  0.09
H (4.236, 3.492, 2.890)  0.07
H (3.489, 3.818, 4.442)  0.08
H (2.504, 3.827, 2.978)  0.08
H (-2.929, -4.339, 1.881)  0.10
H (-3.556, -5.732, 0.244)  0.08
H (-4.665, -5.282, -1.043)  0.08
H (-4.691, -4.387, 0.472)  0.09
H (-1.575, -5.470, -1.315)  0.09
H (-1.435, -4.024, -2.318)  0.08
H (-2.764, -5.150, -2.586)  0.09
H (-4.353, -2.216, -0.833)  0.09
H (-4.444, -3.216, -2.289)  0.09
H (-3.074, -2.137, -2.057)  0.06
N (-0.582, 0.954, -1.367)  -0.32
S (-0.900, 1.997, -0.236)  1.09
C (-2.712, 2.233, -0.243)  -0.38
C (-3.261, 3.310, 0.434)  -0.09
C (-4.633, 3.479, 0.432)  -0.07
C (-5.442, 2.576, -0.239)  -0.08
C (-4.885, 1.498, -0.908)  -0.06
C (-3.511, 1.320, -0.906)  -0.08
C (-0.497, 3.601, -1.000)  -0.37
C (-1.179, 4.036, -2.125)  -0.07
C (-0.723, 5.152, -2.806)  -0.06
C (0.408, 5.820, -2.363)  -0.07
C (1.073, 5.391, -1.226)  -0.07
C (0.623, 4.274, -0.543)  -0.08
H (-0.973, 1.218, -2.264)  0.00
H (-2.624, 4.012, 0.950)  0.11
H (-5.073, 4.315, 0.955)  0.11
H (-6.512, 2.712, -0.236)  0.10
H (-5.518, 0.795, -1.429)  0.11
H (-3.060, 0.482, -1.419)  0.09
H (-2.052, 3.506, -2.479)  0.11
H (-1.245, 5.489, -3.688)  0.11
H (0.769, 6.677, -2.909)  0.11
H (1.947, 5.919, -0.879)  0.11
H (1.147, 3.911, 0.328)  0.10
C (-0.680, -1.734, -5.960)  -0.17
Si (-0.480, -0.205, -4.822)  0.29
C (0.322, 1.331, -5.650)  -0.16
C (-2.287, 0.327, -4.397)  -0.16
O (0.361, -0.570, -3.541)  -0.38
H (-1.252, -1.506, -6.854)  0.01
H (-1.204, -2.523, -5.425)  0.02
H (0.279, -2.137, -6.269)  0.02
H (-0.217, 1.663, -6.532)  0.01
H (1.348, 1.129, -5.938)  0.02
H (0.346, 2.160, -4.944)  0.01
H (-2.916, 0.361, -5.281)  0.02
H (-2.329, 1.311, -3.930)  0.00
H (-2.728, -0.389, -3.709)  0.00


Entry 2:
# C43H61BrN4O3PS2Sc

A structure of composition C43H61BrN4O3PS2Sc (ωB97M-V/def2-TZVPD, OMol25).

Results
**<S²>**: 0.76
**Multiplicity**: 2
**Net charge**: -1
**Strongest force on any atom**: 1.52 eV Å⁻¹
**LUMO (spin up / spin down)**: 0.0837 / 0.0832 Ha
**Calculated total energy**: -179393.7311 eV
**HOMO (spin up / spin down)**: -1.738 / -3.858 eV
**Frontier orbital gap (spin up / spin down)**: 4.0 / 6.1 eV
**Energy above the lowest of the compared OMol25 structures with the same formula, charge and spin**: 35.9 kcal/mol

Each line ends with the Mulliken spin population.
Atoms and positions in Å:
Sc (-0.241, -0.110, -0.039)  -0.01
C (-5.100, 0.871, 4.145)  0.00
C (-3.623, 0.821, 3.833)  0.00
O (-3.445, -0.032, 2.690)  0.01
P (-2.071, -0.802, 2.461)  0.02
S (-2.246, -1.848, 0.782)  0.01
S (-0.484, 0.367, 2.641)  0.01
O (-2.000, -1.819, 3.716)  0.00
C (-3.119, -2.679, 3.962)  0.00
C (-2.620, -4.077, 4.241)  0.00
H (-5.277, 1.537, 4.991)  0.00
H (-5.484, -0.119, 4.394)  0.00
H (-5.647, 1.254, 3.286)  0.00
H (-3.038, 0.440, 4.676)  0.00
H (-3.243, 1.808, 3.564)  0.00
H (-3.798, -2.671, 3.106)  0.00
H (-3.658, -2.274, 4.825)  0.00
H (-2.146, -4.500, 3.357)  0.00
H (-3.457, -4.717, 4.526)  0.00
H (-1.895, -4.072, 5.054)  0.00
O (-1.253, 0.107, -2.039)  0.00
C (-1.183, -0.286, -3.402)  -0.01
C (-2.392, -1.113, -3.797)  0.00
C (-2.651, -2.279, -2.839)  -0.01
C (-1.473, -3.202, -2.757)  0.00
C (-1.463, -4.425, -3.422)  0.00
C (-0.334, -5.223, -3.354)  0.00
C (0.757, -4.772, -2.629)  0.00
C (0.659, -3.541, -1.995)  0.00
N (-0.425, -2.773, -2.049)  0.00
H (-1.993, 0.709, -1.855)  -0.04
H (-0.258, -0.853, -3.497)  0.00
H (-1.099, 0.611, -4.025)  0.00
H (-2.233, -1.492, -4.813)  0.00
H (-3.280, -0.474, -3.830)  0.00
H (-3.530, -2.834, -3.174)  0.00
H (-2.865, -1.889, -1.843)  0.01
H (-2.336, -4.739, -3.979)  0.00
H (-0.307, -6.180, -3.860)  0.00
H (1.666, -5.350, -2.544)  0.00
H (1.490, -3.152, -1.420)  0.00
C (1.550, -2.278, 3.236)  0.00
C (1.290, -2.674, 1.783)  0.00
C (0.579, -4.028, 1.724)  0.00
C (2.570, -2.662, 0.974)  0.00
C (3.517, -3.601, 1.343)  0.00
C (4.736, -3.698, 0.704)  0.00
C (4.972, -2.823, -0.335)  0.00
C (4.063, -1.851, -0.767)  0.00
C (4.605, -1.076, -1.979)  0.00
C (4.934, 0.409, -1.760)  0.00
C (3.886, -1.437, -3.291)  0.00
C (2.799, -1.739, -0.090)  0.00
N (1.782, -0.823, -0.367)  0.00
C (1.891, 0.041, -1.468)  0.00
C (1.376, 1.297, -1.479)  0.00
N (0.595, 1.797, -0.467)  -0.01
C (0.736, 3.192, -0.266)  0.02
C (1.734, 3.638, 0.619)  0.00
C (1.913, 5.003, 0.815)  0.00
C (1.128, 5.927, 0.150)  0.00
C (0.158, 5.484, -0.734)  -0.01
C (-0.049, 4.128, -0.964)  -0.05
C (-1.077, 3.691, -1.991)  0.06
C (-0.468, 3.651, -3.396)  -0.01
C (-2.332, 4.564, -2.009)  -0.01
C (2.613, 2.656, 1.368)  0.00
C (4.094, 2.864, 1.052)  0.00
C (2.364, 2.741, 2.875)  0.00
H (0.618, -2.232, 3.799)  0.00
H (2.031, -1.302, 3.298)  0.00
H (2.206, -3.014, 3.707)  0.00
H (0.611, -1.950, 1.334)  -0.01
H (1.139, -4.789, 2.271)  0.00
H (0.451, -4.373, 0.698)  0.00
H (-0.411, -3.940, 2.171)  0.00
H (3.286, -4.273, 2.160)  0.00
H (5.481, -4.423, 1.006)  0.00
H (5.925, -2.882, -0.849)  0.00
H (5.596, -1.513, -2.125)  0.00
H (4.125, 0.995, -1.337)  0.00
H (5.234, 0.869, -2.706)  0.00
H (5.780, 0.483, -1.075)  0.00
H (2.800, -1.364, -3.252)  0.00
H (4.114, -2.475, -3.544)  0.00
H (4.239, -0.806, -4.110)  0.00
H (2.366, -0.287, -2.377)  0.00
H (1.567, 1.909, -2.362)  0.00
H (2.678, 5.345, 1.504)  0.00
H (1.270, 6.988, 0.316)  0.00
H (-0.456, 6.207, -1.256)  0.00
H (-1.371, 2.679, -1.711)  0.02
H (-0.094, 4.639, -3.676)  0.00
H (-1.222, 3.358, -4.132)  0.00
H (0.360, 2.949, -3.460)  0.00
H (-2.149, 5.518, -2.510)  0.00
H (-2.696, 4.759, -1.003)  0.00
H (-3.130, 4.055, -2.553)  0.00
H (2.337, 1.651, 1.041)  0.00
H (4.458, 3.816, 1.447)  0.00
H (4.270, 2.859, -0.025)  0.00
H (4.693, 2.067, 1.496)  0.00
H (2.586, 3.741, 3.253)  0.00
H (2.995, 2.028, 3.409)  0.00
H (1.324, 2.518, 3.112)  0.00
Br (-6.291, 3.640, 1.360)  0.02
C (-4.733, 2.699, 0.823)  0.39
C (-3.445, 3.128, 1.231)  0.04
C (-2.355, 2.409, 0.842)  0.08
N (-2.391, 1.258, 0.085)  0.22
C (-3.664, 0.901, -0.328)  0.19
C (-4.812, 1.567, -0.004)  -0.02
H (-3.313, 4.024, 1.823)  0.02
H (-1.370, 2.739, 1.143)  -0.01
H (-3.737, -0.002, -0.923)  0.03
H (-5.764, 1.209, -0.375)  0.03


Entry 3:
# C43H61F17N3O6PS4

A cluster of 4 separate species, C43H61F17N3O6PS4 in total (ωB97M-V/def2-TZVPD, OMol25).

Results
**Strongest force on any atom**: 4.90 eV Å⁻¹
**LUMO**: -0.0296 Ha
**Calculated total energy**: -161143.2726 eV
**HOMO**: -7.993 eV
**Frontier orbital gap**: 7.2 eV
**SMILES string**: CCN(CC)C(=S)SCCCc1c([PH2]=N)cc(C)c2c1Sc1c(CCC(F)(F)C(F)(F)C(F)(F)C(F)(F)C(F)(F)C(F)(F)C(F)(F)C(F)(F)F)cccc1N2S.COCCOC.COCCOC.COCCOC

Each line ends with the Löwdin charge.
Atoms and positions in Å:
C (5.030, 1.820, 1.611)  -0.09
C (4.054, 2.754, 0.698)  -0.25
N (2.717, 2.894, 1.358)  -0.25
C (2.666, 4.069, 2.285)  -0.25
C (3.308, 3.758, 3.742)  -0.09
C (1.616, 2.995, 0.371)  -0.98
S (0.106, 2.416, 0.888)  0.64
S (1.786, 3.660, -1.344)  0.80
C (0.422, 4.856, -1.741)  -0.46
C (-0.979, 4.161, -2.095)  -0.28
C (-0.884, 3.166, -3.357)  -0.20
C (-1.984, 1.981, -3.240)  -0.15
C (-3.483, 2.371, -3.434)  -0.25
P (-4.121, 4.113, -3.797)  0.72
N (-4.880, 4.088, -5.234)  -0.36
C (-4.541, 1.215, -3.325)  -0.02
C (-4.109, -0.257, -3.070)  -0.13
C (-5.298, -1.343, -2.978)  -0.08
C (-2.600, -0.659, -2.892)  -0.21
C (-1.564, 0.492, -2.961)  -0.33
S (0.208, 0.055, -2.700)  0.91
C (0.113, -1.476, -1.656)  -0.33
C (1.272, -1.837, -0.698)  -0.16
C (2.615, -1.008, -0.485)  -0.15
C (3.506, -0.790, -1.796)  -0.09
C (4.351, -2.082, -2.245)  -0.27
F (3.357, -3.058, -2.644)  0.04
F (5.047, -2.708, -1.154)  0.05
C (5.267, -1.854, -3.544)  -0.20
F (4.394, -1.723, -4.650)  0.10
F (5.973, -3.097, -3.748)  0.07
C (6.391, -0.721, -3.412)  -0.18
F (7.625, -1.284, -3.900)  0.08
F (6.571, -0.444, -2.037)  0.10
C (6.139, 0.596, -4.315)  -0.17
F (4.806, 1.027, -3.954)  0.06
F (6.076, 0.320, -5.707)  0.11
C (7.109, 1.830, -3.975)  -0.17
F (6.401, 2.636, -3.016)  0.08
F (8.307, 1.434, -3.282)  0.09
C (7.613, 2.690, -5.226)  -0.17
F (8.567, 3.631, -4.686)  0.08
F (8.382, 1.929, -6.167)  0.10
C (6.508, 3.578, -5.968)  -0.19
F (5.199, 3.052, -5.962)  0.11
F (6.903, 3.625, -7.353)  0.08
C (6.417, 5.109, -5.498)  -0.31
F (5.186, 5.615, -6.039)  0.08
F (6.333, 5.306, -4.108)  0.11
F (7.428, 5.943, -6.033)  0.11
C (1.109, -3.125, 0.190)  0.00
C (-0.189, -4.043, 0.140)  -0.04
C (-1.283, -3.620, -0.868)  -0.01
C (-1.167, -2.339, -1.779)  -0.25
N (-2.317, -2.094, -2.677)  -0.45
S (-2.224, -3.000, -4.160)  0.77
H (5.636, 1.159, 0.903)  0.06
H (5.722, 2.455, 2.266)  0.08
H (4.327, 1.145, 2.234)  0.08
H (4.495, 3.803, 0.546)  0.12
H (3.956, 2.194, -0.310)  0.09
H (3.091, 5.028, 1.810)  0.12
H (1.549, 4.286, 2.482)  0.10
H (4.337, 4.274, 3.775)  0.08
H (3.483, 2.635, 3.838)  0.07
H (2.612, 4.121, 4.589)  0.08
H (0.288, 5.651, -0.918)  0.10
H (0.745, 5.446, -2.683)  0.10
H (-1.741, 5.006, -2.271)  0.08
H (-1.415, 3.536, -1.226)  0.08
H (-1.031, 3.731, -4.358)  0.12
H (0.165, 2.685, -3.448)  0.07
H (-3.087, 5.101, -3.909)  -0.01
H (-5.142, 4.513, -2.847)  -0.01
H (-4.834, 3.134, -5.636)  -0.05
H (-5.660, 1.471, -3.434)  0.09
H (-5.330, -1.877, -1.970)  0.09
H (-6.295, -0.791, -3.165)  0.08
H (-5.164, -2.053, -3.874)  0.07
H (2.313, -0.015, 0.030)  0.11
H (3.296, -1.539, 0.287)  0.13
H (2.899, -0.484, -2.733)  0.10
H (4.181, 0.127, -1.582)  0.11
H (1.915, -3.437, 0.949)  0.09
H (-0.271, -4.955, 0.837)  0.09
H (-2.226, -4.280, -0.950)  0.10
H (-0.928, -3.000, -4.666)  -0.11
C (1.400, -3.197, 4.499)  -0.10
O (1.191, -4.371, 3.726)  -0.21
C (2.398, -5.099, 3.504)  -0.21
C (2.510, -6.297, 4.441)  -0.20
O (2.653, -5.881, 5.798)  -0.19
C (1.432, -5.974, 6.521)  -0.10
H (0.427, -2.834, 4.837)  0.09
H (2.023, -3.388, 5.375)  0.09
H (1.865, -2.424, 3.878)  0.08
H (3.272, -4.444, 3.600)  0.13
H (2.365, -5.463, 2.471)  0.12
H (3.412, -6.861, 4.185)  0.12
H (1.651, -6.966, 4.326)  0.13
H (1.226, -7.022, 6.762)  0.09
H (0.591, -5.554, 5.962)  0.07
H (1.543, -5.414, 7.451)  0.09
C (-7.896, 4.317, 1.036)  -0.11
O (-8.751, 4.421, -0.094)  -0.19
C (-8.034, 4.378, -1.325)  -0.20
C (-8.111, 3.002, -1.974)  -0.20
O (-7.426, 2.026, -1.192)  -0.21
C (-8.319, 1.235, -0.419)  -0.11
H (-8.513, 4.105, 1.912)  0.09
H (-7.165, 3.514, 0.924)  0.08
H (-7.377, 5.268, 1.195)  0.09
H (-6.990, 4.680, -1.177)  0.11
H (-8.502, 5.109, -1.992)  0.13
H (-7.606, 3.039, -2.945)  0.11
H (-9.153, 2.712, -2.149)  0.13
H (-8.819, 0.505, -1.064)  0.09
H (-9.067, 1.844, 0.094)  0.08
H (-7.734, 0.697, 0.331)  0.09
C (-2.548, -5.560, 5.488)  -0.11
O (-2.166, -4.709, 6.561)  -0.21
C (-2.916, -3.497, 6.586)  -0.20
C (-4.023, -3.548, 7.634)  -0.20
O (-5.017, -4.514, 7.293)  -0.19
C (-4.864, -5.725, 8.021)  -0.11
H (-2.128, -6.551, 5.670)  0.09
H (-3.633, -5.653, 5.405)  0.08
H (-2.140, -5.173, 4.549)  0.09
H (-3.326, -3.272, 5.595)  0.13
H (-2.219, -2.695, 6.849)  0.12
H (-4.523, -2.575, 7.664)  0.12
H (-3.612, -3.745, 8.630)  0.13
H (-5.216, -5.584, 9.048)  0.09
H (-3.827, -6.068, 8.033)  0.08
H (-5.478, -6.489, 7.541)  0.09